#P
# C36H45F27O18

9 unconnected molecules or ions with the total composition C36H45F27O18 (wB97M-V/def2-TZVPD, the Open Molecules 2025 dataset).

SMILES string: CCOC(=O)C(F)(F)F.CCOC(=O)C(F)(F)F.CCOC(=O)C(F)(F)F.CCOC(=O)C(F)(F)F.CCOC(=O)C(F)(F)F.CCOC(=O)C(F)(F)F.CCOC(=O)C(F)(F)F.CCOC(=O)C(F)(F)F.CCOC(=O)C(F)(F)F
Frontier orbital gap: 11.37 eV
2S+1: 1
E_LUMO: 0.14 eV

Atoms and positions in Å:
F  -0.02  -8.58  -2.90
F  -3.40  2.88  -5.12
F  -2.95  -0.46  2.68
F  6.54  -0.99  -3.77
F  -0.83  0.64  -5.27
F  -5.33  2.65  -4.02
F  2.46  0.13  6.30
F  -5.02  5.39  0.97
F  1.60  -8.22  -4.34
F  -3.68  1.36  -3.69
F  1.13  1.13  -4.71
F  2.00  -9.17  -2.41
F  1.90  3.65  0.61
F  -0.57  2.23  -3.95
F  2.83  5.52  1.39
F  0.71  5.14  1.74
F  -5.04  -0.97  2.64
F  1.43  -1.78  6.75
F  5.92  -2.02  2.15
F  7.50  -1.73  -5.59
F  4.50  -3.72  1.97
F  -4.26  0.48  1.17
F  0.40  0.17  6.84
F  -4.79  7.23  2.16
F  -6.55  5.92  2.37
F  4.13  -2.10  3.35
F  7.55  -2.89  -3.82
O  0.83  0.43  4.06
O  2.63  -1.86  1.03
O  4.38  -2.08  -4.61
O  0.68  -1.89  4.24
O  4.37  -0.46  0.55
O  3.34  3.12  2.99
O  2.44  -6.08  -2.85
O  0.58  -6.39  -1.47
O  -0.33  -1.15  -3.13
O  -0.04  0.76  -1.82
O  -4.20  -1.69  -0.32
O  -4.10  3.28  -1.61
O  5.57  -3.66  -5.75
O  -4.37  5.46  4.42
O  -2.84  -2.66  1.24
O  -2.84  4.48  -3.09
O  1.69  4.39  4.07
O  -3.89  3.98  2.74
C  6.83  -2.07  -4.50
C  -0.42  1.11  0.46
C  -3.95  -2.65  -1.38
C  -3.03  3.21  3.56
C  0.13  -2.09  2.93
C  -0.22  0.08  -3.03
C  -0.21  0.04  -0.60
C  -3.99  -0.63  1.86
C  1.90  4.54  1.62
C  5.55  -2.73  -5.03
C  0.53  3.41  6.02
C  2.34  3.89  2.95
C  2.45  -2.10  -6.00
C  0.92  -0.62  4.70
C  3.67  0.44  -0.31
C  0.22  -3.60  2.57
C  4.66  -2.39  2.18
C  -3.77  2.37  4.60
C  -3.67  -1.79  0.93
C  1.26  -8.23  -3.07
C  3.78  -1.58  1.18
C  -2.63  5.52  -2.04
C  -0.10  0.99  -4.28
C  0.55  -5.02  -1.01
C  -0.28  -4.10  -1.86
C  -5.22  5.95  2.16
C  -4.27  -2.00  -2.75
C  1.52  -6.79  -2.46
C  -1.54  5.06  -1.07
C  3.11  -2.68  -4.73
C  -4.04  2.61  -3.96
C  -4.46  5.11  3.25
C  1.87  3.73  5.33
C  -3.61  3.48  -2.78
C  3.47  -0.22  -1.66
C  1.32  -0.55  6.19
H  0.08  -4.04  -2.88
H  -2.27  2.68  2.99
H  -4.40  -3.63  -1.22
H  -1.27  1.78  0.29
H  -0.15  -3.70  1.55
H  -2.88  -2.86  -1.35
H  4.20  1.40  -0.35
H  3.04  -2.54  -6.80
H  -0.93  -1.82  2.96
H  -0.37  -4.21  3.25
H  -0.12  2.73  5.46
H  -0.27  -3.10  -1.43
H  1.25  -3.92  2.70
H  -2.45  3.98  4.05
H  0.16  -4.98  0.01
H  3.14  -3.77  -4.77
H  2.50  4.45  5.85
H  -4.50  1.76  4.06
H  1.42  -2.40  -6.18
H  2.83  -1.10  -1.62
H  -2.35  6.48  -2.46
H  -1.12  -0.55  -0.60
H  -5.30  -1.62  -2.79
H  -0.64  4.76  -1.61
H  0.61  -0.65  -0.42
H  -4.25  2.91  5.42
H  2.47  -1.01  -5.99
H  -3.54  -1.26  -3.07
H  2.71  0.68  0.15
H  -1.86  4.18  -0.52
H  -4.28  -2.78  -3.51
H  -3.57  5.70  -1.51
H  -1.16  5.84  -0.40
H  2.52  -2.42  -3.85
H  -3.11  1.65  5.07
H  -1.29  -4.51  -1.90
H  -0.02  4.32  6.29
H  -0.70  0.71  1.43
H  0.64  2.85  6.95
H  2.92  0.53  -2.23
H  4.37  -0.47  -2.22
H  2.43  2.80  5.22
H  0.66  -1.47  2.20
H  0.48  1.70  0.59
H  1.59  -4.67  -0.97

#Q
# C36H45F27O18

9 unconnected molecules or ions with the total composition C36H45F27O18 (wB97M-V/def2-TZVPD, the Open Molecules 2025 dataset).

SMILES string: CCOC(=O)C(F)(F)F.CCOC(=O)C(F)(F)F.CCOC(=O)C(F)(F)F.CCOC(=O)C(F)(F)F.CCOC(=O)C(F)(F)F.CCOC(=O)C(F)(F)F.CCOC(=O)C(F)(F)F.CCOC(=O)C(F)(F)F.CCOC(=O)C(F)(F)F
Frontier orbital gap: 11.12 eV
2S+1: 1
E_LUMO: 0.03 eV

Atoms and positions in Å:
F  -4.80  -5.42  -3.11
F  -4.22  -3.42  -2.31
F  -0.87  1.75  -2.91
F  5.27  -2.38  -0.74
F  0.88  2.93  -2.19
F  -3.69  -0.78  1.93
F  5.01  -2.96  -2.87
F  -1.79  -1.72  2.54
F  3.17  4.35  -2.25
F  4.49  5.26  -3.64
F  -3.83  1.27  4.39
F  -5.00  2.46  -1.18
F  -2.25  2.11  5.75
F  -1.12  -4.87  2.65
F  3.27  -2.95  -1.59
F  -3.29  -2.79  1.31
F  -3.08  1.25  -0.82
F  -2.35  -0.14  5.32
F  1.15  1.10  -3.52
F  3.31  5.39  2.30
F  4.83  6.54  1.31
F  -3.16  -5.45  2.07
F  2.71  6.35  -2.93
F  -2.98  -5.27  -2.05
F  3.34  5.41  0.21
F  -4.72  1.32  0.69
F  -1.43  -5.75  0.67
O  -3.39  -4.86  -5.30
O  -0.22  -0.49  -1.43
O  4.60  2.98  0.94
O  2.89  -0.36  -2.18
O  -2.15  -3.28  -4.03
O  -1.25  -6.98  3.93
O  5.19  -0.18  -2.63
O  -1.77  -8.18  2.02
O  1.07  1.11  -0.33
O  -1.80  1.25  2.56
O  -0.18  1.13  4.09
O  1.27  4.39  -4.42
O  -3.91  3.92  1.28
O  -3.47  -3.67  3.94
O  6.30  4.31  1.55
O  3.20  4.43  -5.61
O  -2.27  3.65  -0.22
O  -4.64  -1.71  4.17
C  -3.49  3.35  0.32
C  -0.98  -8.15  4.60
C  -0.83  -2.66  -0.72
C  -3.72  -4.59  -2.87
C  6.65  1.57  -3.58
C  -1.91  -5.79  2.01
C  5.23  1.20  -3.01
C  -5.19  -2.13  5.28
C  -4.05  2.05  -0.23
C  4.10  -0.75  -2.29
C  -0.42  -7.72  5.99
C  4.12  5.34  1.21
C  -1.50  -2.70  -5.20
C  0.41  0.72  -1.30
C  3.18  5.14  -3.28
C  -0.20  5.00  -0.49
C  0.42  4.06  -5.53
C  -1.50  1.20  3.69
C  -3.03  -4.28  -4.18
C  -6.35  -1.33  5.87
C  -2.52  1.06  4.78
C  -1.05  4.22  -5.22
C  2.55  4.65  -4.55
C  0.92  1.18  3.11
C  -3.78  -2.56  3.56
C  -0.37  -1.37  -0.34
C  -1.55  4.90  0.19
C  4.36  -2.21  -1.89
C  0.43  1.65  -2.55
C  -3.14  -1.92  2.33
C  -1.51  -7.08  2.61
C  5.23  1.64  1.06
C  -0.91  -1.39  -4.72
C  5.14  4.15  1.24
C  4.22  0.58  0.83
C  1.08  2.58  2.80
H  -1.63  3.50  -5.87
H  0.80  2.94  -5.71
H  4.32  1.47  -3.79
H  6.91  2.50  -3.65
H  3.52  0.39  1.67
H  -0.37  5.16  -1.52
H  3.51  0.81  0.02
H  -1.49  5.04  1.26
H  -1.01  -7.00  6.53
H  0.56  -7.05  5.68
H  0.54  4.16  -0.34
H  -6.86  -1.69  6.78
H  6.16  1.63  0.39
H  -5.68  -3.23  5.10
H  2.00  2.84  1.96
H  -0.26  -8.84  4.10
H  0.16  3.10  2.45
H  -1.30  5.13  -5.18
H  -0.69  -3.52  0.16
H  -1.26  3.85  -4.26
H  -0.41  -1.73  -3.86
H  -0.74  -3.53  -5.46
H  -0.41  -0.91  -5.70
H  -7.20  -1.30  5.21
H  4.96  -0.47  0.82
H  5.44  1.77  2.03
H  7.41  1.22  -2.76
H  -1.50  -0.79  -4.34
H  -0.28  -8.58  6.86
H  6.68  1.32  -4.72
H  1.08  3.42  3.69
H  5.07  1.79  -2.12
H  -2.37  -2.54  -5.80
H  0.68  4.63  -6.47
H  -0.96  -0.76  0.35
H  0.64  0.60  2.18
H  -4.42  -2.18  6.09
H  -2.26  5.73  -0.21
H  0.62  -1.53  0.02
H  -0.62  -3.41  -1.59
H  -1.82  -8.85  4.73
H  0.28  5.91  -0.32
H  -6.17  -0.16  5.97
H  -1.80  -2.48  -0.94
H  1.79  1.01  3.67

If we sort the structures by their calculated energies, the order from most to least stable is #P, #Q.

#P
# C4H11N3O2

2 unconnected molecules or ions with the total composition C4H11N3O2 (wB97M-V/def2-TZVPD, the Open Molecules 2025 dataset).

Frontier orbital gap (spin up / spin down): 10.80 / 6.78 eV
2S+1: 2
E_LUMO (spin up / spin down): -3.52 / -7.40 eV
Total charge: +1

Atoms and positions in Å:
O  0.56  1.66  0.37
O  2.11  0.97  -1.01
N  -1.25  -1.19  -0.92
N  -0.58  -0.37  1.21
N  -2.79  -0.31  0.43
C  1.74  1.67  0.05
C  -1.52  -0.52  0.27
C  -1.04  -2.67  -0.89
C  2.82  2.36  0.83
H  -0.92  0.32  1.89
H  -0.84  -2.94  -1.93
H  -0.14  -2.83  -0.30
H  1.44  0.72  -1.65
H  -0.41  -0.81  -1.35
H  -3.36  -0.70  -0.30
H  3.31  1.67  1.51
H  3.56  2.62  0.08
H  2.31  3.27  1.13
H  -3.07  0.32  1.17
H  -1.91  -3.24  -0.59

#Q
# C4H11N3O2

2 unconnected molecules or ions with the total composition C4H11N3O2 (wB97M-V/def2-TZVPD, the Open Molecules 2025 dataset).

Frontier orbital gap (spin up / spin down): 10.33 / 6.24 eV
2S+1: 2
E_LUMO (spin up / spin down): -3.49 / -7.58 eV
Total charge: +1

Atoms and positions in Å:
O  -1.14  -0.75  1.59
O  -1.67  1.22  0.71
N  2.95  0.74  -0.98
N  0.89  -0.33  -0.37
N  1.30  1.78  0.22
C  -3.44  -0.33  1.07
C  1.78  0.69  -0.37
C  -2.02  0.13  1.13
C  1.10  -1.56  -1.04
H  -3.51  -1.38  1.17
H  -3.81  0.01  0.11
H  -0.30  -0.58  1.08
H  3.34  -0.02  -1.50
H  1.46  -2.33  -0.34
H  -4.09  0.19  1.78
H  3.25  1.66  -1.29
H  0.15  -1.93  -1.42
H  1.89  -1.60  -1.78
H  0.28  1.73  0.47
H  1.59  2.66  -0.23

If we sort the structures by their calculated energies, the order from most to least stable is #Q, #P.

#P
# C4H12

2 unconnected molecules or ions with the total composition C4H12 (wB97M-V/def2-TZVPD, the Open Molecules 2025 dataset).

Frontier orbital gap (spin up / spin down): 2.77 / 11.81 eV
2S+1: 2
E_LUMO (spin up / spin down): 4.33 / 4.34 eV
Total charge: -1

Atoms and positions in Å:
C  2.80  -1.16  0.48
C  1.29  -0.87  0.34
C  -2.47  0.60  0.07
C  -1.61  1.43  -0.90
H  -1.84  -0.09  0.62
H  -3.27  0.06  -0.46
H  -1.88  2.48  -0.96
H  3.02  -1.76  1.36
H  0.81  -0.87  1.32
H  -0.58  1.33  -0.57
H  -1.59  1.03  -1.91
H  3.39  -0.24  0.55
H  1.16  -0.02  -0.32
H  3.15  -1.64  -0.44
H  -3.03  1.25  0.75
H  0.80  -1.72  -0.15

#Q
# C4H12

2 unconnected molecules or ions with the total composition C4H12 (wB97M-V/def2-TZVPD, the Open Molecules 2025 dataset).

Frontier orbital gap (spin up / spin down): 2.79 / 12.31 eV
2S+1: 2
E_LUMO (spin up / spin down): 4.30 / 4.45 eV
Total charge: -1

Atoms and positions in Å:
C  -0.28  -1.86  -2.14
C  0.47  1.07  1.25
C  0.72  1.34  2.76
C  -0.92  -0.51  -1.97
H  1.63  1.93  2.90
H  0.65  -1.86  -2.72
H  0.03  -2.26  -1.17
H  0.57  0.00  1.08
H  -0.53  1.36  0.94
H  -0.28  0.28  -1.57
H  -1.72  -0.55  -1.21
H  1.25  1.54  0.65
H  -0.09  1.87  3.26
H  -0.98  -2.61  -2.49
H  -1.41  -0.14  -2.87
H  0.88  0.41  3.30

#R
# C4H12

2 unconnected molecules or ions with the total composition C4H12 (wB97M-V/def2-TZVPD, the Open Molecules 2025 dataset).

Frontier orbital gap (spin up / spin down): 2.70 / 12.00 eV
2S+1: 2
E_LUMO (spin up / spin down): 4.25 / 4.51 eV
Total charge: -1

Atoms and positions in Å:
C  1.35  -1.20  0.34
C  -1.26  1.24  0.40
C  1.58  -2.58  -0.26
C  -1.68  2.39  -0.55
H  0.33  -0.86  0.24
H  -2.11  1.05  1.05
H  -0.96  2.64  -1.33
H  2.53  -2.97  0.12
H  -1.83  3.27  0.08
H  -2.64  2.17  -1.01
H  -0.41  1.65  0.97
H  1.74  -2.42  -1.34
H  0.71  -3.21  -0.12
H  2.10  -0.44  0.14
H  1.45  -1.12  1.44
H  -0.92  0.40  -0.16

If we sort the structures by their calculated energies, the order from most to least stable is #Q, #P, #R.